[1]
A molecular structure, C24H30BLiO18 in a non-equilibrium geometry, computed with ωB97M-V/def2-TZVPD.

Structure (XYZ):
```
74
Properties=species:S:1:pos:R:3
Li 0.3372 0.8763 -0.8281
O 3.8634 -5.8261 3.6645
C 3.1527 -4.8577 3.3883
O 3.4929 -3.8471 2.5381
B 2.4389 -2.8743 2.5778
O 1.4122 -3.3258 3.5607
C 1.7666 -4.4944 4.0588
O 1.1567 -5.1888 4.8556
O 1.7541 -2.6531 1.2537
C 1.8787 -1.3559 0.9258
O 1.5349 -0.7852 -0.1054
C 2.5795 -0.7029 2.1066
O 2.8934 -1.5900 3.0199
O 2.6722 0.4818 2.1988
O -0.2420 1.1965 1.1106
C -0.3951 1.6352 2.2312
O -0.0841 2.8299 2.6588
C -0.7943 3.1578 3.9038
C -1.0641 1.8268 4.5632
C -0.8648 0.7992 3.3974
H -1.7347 3.7019 3.8154
H -0.2301 3.8173 4.5632
H -2.0379 1.7860 5.0511
H -0.3632 1.5799 5.3606
H -1.7504 0.2113 3.1561
H -0.0794 0.1508 3.7859
O 1.9496 2.1218 -0.7474
C 2.6729 3.0410 -0.3385
O 3.0682 3.9870 -1.1101
C 3.7436 5.0209 -0.4169
C 3.7484 4.5691 1.0354
C 3.2291 3.1502 1.0229
H 3.2440 5.9849 -0.5131
H 4.7692 5.2147 -0.7308
H 3.1078 5.2242 1.6258
H 4.7446 4.7087 1.4552
H 2.5593 2.8905 1.8426
H 3.9557 2.3452 0.9127
O -2.0223 -0.6904 -0.1565
C -2.3058 -1.7997 0.1949
O -2.4930 -2.8572 -0.5873
C -2.6870 -4.0759 0.1400
C -2.3810 -3.7212 1.5601
C -2.4197 -2.1745 1.6687
H -2.0735 -4.9345 -0.1329
H -3.7340 -4.3763 0.1002
H -1.4103 -4.0528 1.9288
H -3.1060 -4.1786 2.2333
H -1.7158 -1.8346 2.4284
H -3.4597 -1.9537 1.9089
O 0.0462 -0.3471 -2.4239
C -0.1589 -1.3460 -3.0963
O -0.7394 -1.4306 -4.2611
C -0.4296 -2.6365 -4.9706
C 0.4749 -3.3185 -4.0606
C 0.1158 -2.7829 -2.6960
H -0.1098 -2.4724 -5.9997
H -1.2793 -3.3175 -5.0186
H 1.4925 -2.9782 -4.2524
H 0.2301 -4.3788 -4.1229
H 1.0304 -2.7057 -2.1082
H -0.6395 -3.3389 -2.1406
O -1.1291 2.2099 -1.9009
C -1.8397 2.5631 -2.8191
O -2.9051 3.4240 -2.6286
C -3.6478 3.6415 -3.7983
C -3.1703 2.4950 -4.7071
C -1.7594 2.1343 -4.2581
H -3.5836 4.6755 -4.1370
H -4.6080 3.4648 -3.3136
H -3.3028 2.9193 -5.7024
H -3.8814 1.6761 -4.5989
H -0.9790 2.6172 -4.8460
H -1.5050 1.0745 -4.2760
```

As for the electronic energy: -2319.52521 Eh. The calculation puts the LUMO energy (alpha / beta) at 0.075 / 0.075 Ha. Its HOMO-LUMO gap (alpha / beta) is 1.9758 / 6.1898 eV. The value obtained for the HOMO energy (alpha / beta) is 0.070 / -4.161 eV. Its spin multiplicity is 2. The calculation puts the max |F| at 6.1 eV/Å. The net charge is -1.

So, what does the Löwdin scheme give us? The charges, in e, come out as:
1 Li 0.642
2 O 0.080
3 C -0.313
4 O 0.233
5 B -0.965
6 O 0.206
7 C -0.387
8 O 0.082
9 O 0.133
10 C -0.464
11 O -0.054
12 C -0.516
13 O 0.203
14 O 0.034
15 O 0.073
16 C -0.479
17 O 0.059
18 C -0.130
19 C -0.150
20 C -0.035
21 H 0.115
22 H 0.118
23 H 0.104
24 H 0.108
25 H 0.106
26 H 0.134
27 O 0.041
28 C -0.493
29 O 0.081
30 C -0.153
31 C -0.148
32 C -0.064
33 H 0.119
34 H 0.119
35 H 0.110
36 H 0.109
37 H 0.117
38 H 0.145
39 O 0.128
40 C -0.476
41 O 0.029
42 C -0.156
43 C -0.162
44 C -0.036
45 H 0.128
46 H 0.118
47 H 0.117
48 H 0.110
49 H 0.117
50 H 0.122
51 O 0.063
52 C -0.461
53 O 0.048
54 C -0.171
55 C -0.184
56 C -0.046
57 H 0.130
58 H 0.124
59 H 0.132
60 H 0.125
61 H 0.129
62 H 0.123
63 O 0.095
64 C -0.409
65 O 0.001
66 C -0.177
67 C -0.145
68 C -0.050
69 H 0.121
70 H 0.125
71 H 0.107
72 H 0.118
73 H 0.134
74 H 0.109

[2]
A molecular structure, C24H30Br6 in a non-equilibrium geometry, computed with ωB97M-V/def2-TZVPD.

Structure (XYZ):
```
60
Properties=species:S:1:pos:R:3
Br 0.2895 -1.8207 3.3547
C 0.8782 -1.7211 1.4745
C 0.1094 -0.5833 0.7792
Br 0.7072 -0.6173 -1.1238
H 0.6695 -2.6721 0.9845
H 1.9555 -1.5928 1.5800
H 0.2965 0.3479 1.3138
H -0.9645 -0.7587 0.8433
Br -2.0323 4.1602 2.1077
C -0.1310 3.7064 1.8586
C 0.1090 2.2992 1.2754
Br 1.9126 1.6917 1.4913
H 0.3045 3.7762 2.8555
H 0.2655 4.5366 1.2741
H -0.2333 2.3452 0.2416
H -0.6130 1.6265 1.7383
Br -4.1927 -1.8713 2.7426
C -4.1846 0.1258 2.6294
C -2.8498 0.5904 3.0915
Br -1.5985 0.7642 1.4634
H -5.0069 0.5089 3.2338
H -4.4676 0.5049 1.6475
H -2.4620 -0.0168 3.9094
H -2.9960 1.5568 3.5740
C 0.5996 1.7845 -1.1566
C -0.1775 2.1682 -2.2309
C 0.1049 3.1877 -3.1082
C 1.1870 3.9818 -2.7611
C 1.9141 3.7276 -1.6104
C 1.6122 2.6014 -0.8104
H 0.5051 0.8742 -0.5832
H -1.0205 1.5399 -2.4778
H -0.5466 3.4994 -3.9112
H 1.4800 4.8312 -3.3603
H 2.6576 4.3884 -1.1895
H 2.2288 2.3953 0.0521
C 4.5237 -1.1119 -0.9156
C 3.4063 -1.5514 -0.2829
C 2.8423 -2.7802 -0.5201
C 3.3890 -3.5138 -1.5411
C 4.5050 -3.0631 -2.2790
C 5.0767 -1.8063 -1.9700
H 4.9878 -0.1872 -0.6058
H 3.1586 -1.0225 0.6255
H 2.1096 -3.1042 0.2041
H 2.9080 -4.4192 -1.8809
H 4.8069 -3.6299 -3.1474
H 5.9678 -1.5018 -2.4988
C -2.1143 -1.5317 -1.6793
C -2.5950 -2.8298 -1.6153
C -3.2110 -3.3490 -0.4864
C -3.5243 -2.5149 0.5561
C -3.1701 -1.1230 0.4861
C -2.3320 -0.7251 -0.6022
H -1.6261 -1.1347 -2.5570
H -2.4136 -3.5841 -2.3667
H -3.5942 -4.3525 -0.3746
H -4.0194 -2.8646 1.4500
H -3.4683 -0.4288 1.2577
H -1.9235 0.2629 -0.4491
```

As for the electronic energy: -16375.73137 Eh. The calculation puts the LUMO energy at -0.002 Ha. Its HOMO-LUMO gap is 7.5869 eV. The value obtained for the HOMO energy is -7.630 eV. The calculation puts the max |F| at 17.9 eV/Å. The net charge is 0.

So, what does the Löwdin scheme give us? The charges, in e, come out as:
1 Br 0.667
2 C -0.630
3 C -0.699
4 Br 1.115
5 H 0.053
6 H 0.014
7 H -0.097
8 H -0.070
9 Br 0.630
10 C -0.583
11 C -0.756
12 Br 1.031
13 H 0.048
14 H 0.055
15 H 0.042
16 H -0.336
17 Br 0.969
18 C -0.548
19 C -0.366
20 Br 1.208
21 H 0.082
22 H 0.093
23 H 0.061
24 H 0.056
25 C -0.415
26 C -0.099
27 C -0.075
28 C -0.102
29 C -0.050
30 C -0.252
31 H -0.182
32 H 0.099
33 H 0.105
34 H 0.095
35 H 0.101
36 H -0.155
37 C -0.101
38 C -0.212
39 C -0.158
40 C -0.085
41 C -0.068
42 C -0.075
43 H 0.108
44 H 0.065
45 H 0.072
46 H 0.099
47 H 0.094
48 H 0.098
49 C -0.150
50 C -0.080
51 C -0.079
52 C -0.251
53 C -0.222
54 C -0.231
55 H 0.085
56 H 0.101
57 H 0.106
58 H -0.156
59 H -0.078
60 H 0.010

[3]
3 unconnected molecules or ions with the total composition C24H30Cl2F10NO4 in a non-equilibrium geometry, computed with ωB97M-V/def2-TZVPD.

Structure (XYZ):
```
71
Properties=species:S:1:pos:R:3
C 5.2907 2.0504 0.3989
C 4.0077 2.0060 0.6790
N 3.1279 1.0507 -0.0137
C 2.6615 -0.1774 0.8737
C 3.1881 -0.1877 2.2653
Cl 2.5182 0.9513 3.3738
C 4.1070 -1.0726 2.6521
C 4.7233 -2.1204 1.7591
Cl 4.6509 -1.1033 4.2768
C 1.1444 -0.2451 0.6797
C 0.9919 0.3697 -0.7108
C 1.9062 1.6045 -0.7772
C 2.3452 1.7876 -2.2441
C 3.4203 2.8469 -2.5785
C 4.6084 2.1736 -3.2439
F 5.5650 3.1077 -3.5572
C 1.3130 2.8573 -0.1031
F 2.1173 3.9253 -0.2474
F 1.2171 2.6137 1.2243
C -0.1247 3.3338 -0.5099
F -1.0381 2.4429 -0.1134
F -0.3131 4.4604 0.2097
C -0.3951 3.7037 -1.9967
F -0.7830 2.5832 -2.6349
F 0.7115 4.1886 -2.5783
C -1.5324 4.7572 -2.1747
F -1.9102 4.7281 -3.4576
F -1.0926 5.9788 -1.8893
F -2.5804 4.4467 -1.4109
H 5.7974 1.2530 -0.1367
H 5.8825 2.8969 0.7176
H 3.5443 2.6303 1.4250
H 3.7514 0.6178 -0.6938
H 3.0575 -1.0372 0.3351
H 5.1893 -1.6636 0.8826
H 3.9571 -2.8060 1.3913
H 5.4809 -2.6835 2.2935
H 0.6209 0.2863 1.4711
H 0.7942 -1.2758 0.6529
H -0.0284 0.5179 -1.0532
H 1.4427 -0.3663 -1.3853
H 1.4635 1.9776 -2.8521
H 2.7088 0.8105 -2.5817
H 3.7710 3.3975 -1.7105
H 3.0224 3.5608 -3.2982
H 4.2957 1.6826 -4.1705
H 5.0604 1.4040 -2.6040
O -2.0231 -2.0148 0.0278
C -2.8780 -1.2372 0.3492
O -2.5791 -0.1205 1.0624
C -3.7881 0.5920 1.3999
C -4.8170 0.1298 0.3774
C -4.3677 -1.3042 0.1007
H -4.0656 0.3258 2.4213
H -3.5812 1.6588 1.3555
H -5.8401 0.2142 0.7355
H -4.7275 0.7272 -0.5316
H -4.8083 -2.0152 0.7967
H -4.5703 -1.6350 -0.9131
O -6.4343 -3.6851 0.4852
C -5.7853 -4.6419 0.7988
O -4.5650 -4.8790 0.2670
C -4.0491 -6.1382 0.7350
C -4.7954 -6.4141 2.0359
C -6.1451 -5.7507 1.7678
H -4.2510 -6.8934 -0.0270
H -2.9738 -6.0413 0.8592
H -4.8550 -7.4732 2.2751
H -4.2950 -5.9084 2.8628
H -6.8464 -6.4216 1.2686
H -6.6160 -5.3383 2.6556
```

As for the electronic energy: -3207.04058 Eh. The calculation puts the LUMO energy at -0.100 Ha. Its HOMO-LUMO gap is 9.2209 eV. The value obtained for the HOMO energy is -11.954 eV. The calculation puts the max |F| at 1.5 eV/Å. The net charge is +1.

So, what does the Löwdin scheme give us? The charges, in e, come out as:
1 C 0.107
2 C -0.136
3 N 0.074
4 C -0.211
5 C -0.675
6 Cl 0.773
7 C -0.720
8 C -0.088
9 Cl 0.743
10 C -0.095
11 C -0.074
12 C -0.232
13 C -0.091
14 C -0.146
15 C -0.228
16 F -0.019
17 C -0.358
18 F 0.149
19 F 0.113
20 C -0.337
21 F 0.168
22 F 0.169
23 C -0.337
24 F 0.157
25 F 0.167
26 C -0.542
27 F 0.190
28 F 0.199
29 F 0.195
30 H 0.088
31 H 0.095
32 H 0.107
33 H 0.158
34 H 0.141
35 H 0.082
36 H 0.095
37 H 0.075
38 H 0.106
39 H 0.137
40 H 0.133
41 H 0.138
42 H 0.120
43 H 0.126
44 H 0.103
45 H 0.121
46 H 0.132
47 H 0.106
48 O 0.105
49 C -0.479
50 O -0.004
51 C -0.148
52 C -0.136
53 C -0.069
54 H 0.128
55 H 0.118
56 H 0.122
57 H 0.117
58 H 0.109
59 H 0.136
60 O 0.110
61 C -0.487
62 O 0.020
63 C -0.147
64 C -0.149
65 C -0.070
66 H 0.128
67 H 0.124
68 H 0.117
69 H 0.117
70 H 0.134
71 H 0.126

Q: Which of these has the highest net charge?
A: C24H30Cl2F10NO4